{"formula": "C4H12N2", "method": "wB97M-V/def2-TZVPD", "elements": ["N", "N", "C", "C", "C", "C", "H", "H", "H", "H", "H", "H", "H", "H", "H", "H", "H", "H"], "coordinates": [[0.550, -1.013, -1.132], [-1.064, 1.614, -1.952], [-0.137, -0.385, 1.233], [0.142, 0.062, -0.255], [-1.099, 0.799, -0.776], [1.217, -0.639, 1.911], [-1.642, 1.274, 0.064], [-1.299, 1.059, -2.748], [1.711, -1.577, 1.603], [0.012, -1.895, -1.176], [1.059, -0.683, 3.005], [1.593, -1.200, -1.185], [-1.938, 0.066, -1.025], [-0.645, 0.284, 1.940], [-0.514, 2.461, -2.035], [-0.781, -1.249, 1.069], [1.901, 0.204, 1.708], [0.935, 0.819, -0.249]], "energy_ev": -7322.010, "smiles": "CC[C@@H](N)CN", "de_lowest_kj_mol": 98.3, "e_homo_ev": -8.438, "orbital_gap_ha": 0.35308, "fmax_ev_per_a": 2.6}

{"formula": "C49H39Cl2CrN7O2P2SSe2", "method": "wB97M-V/def2-TZVPD", "elements": ["Se", "Se", "Cr", "Cl", "Cl", "S", "P", "P", "O", "O", "N", "N", "N", "N", "N", "N", "N", "C", "C", "C", "C", "C", "C", "C", "C", "C", "C", "C", "C", "C", "C", "C", "C", "C", "C", "C", "C", "C", "C", "C", "C", "C", "C", "C", "C", "C", "C", "C", "C", "C", "C", "C", "C", "C", "C", "C", "C", "C", "C", "C", "C", "C", "C", "C", "C", "C", "H", "H", "H", "H", "H", "H", "H", "H", "H", "H", "H", "H", "H", "H", "H", "H", "H", "H", "H", "H", "H", "H", "H", "H", "H", "H", "H", "H", "H", "H", "H", "H", "H", "H", "H", "H", "H", "H", "H"], "coordinates": [[-2.844, -0.338, -3.953], [0.230, -1.296, 2.691], [0.223, 1.135, 1.951], [1.082, 3.515, -3.761], [0.196, 3.568, 1.519], [1.163, 1.827, 4.066], [-1.080, -1.284, -3.283], [-0.199, -2.147, 0.737], [2.082, 1.240, 1.456], [2.255, 0.328, -0.540], [1.910, 3.470, -0.928], [-0.658, 0.807, -1.883], [-0.481, 1.371, -0.738], [-0.005, 1.418, 6.440], [-1.454, 1.871, 4.860], [-1.773, 1.528, 2.518], [-0.325, 0.476, 0.201], [1.202, -1.383, -6.603], [-0.303, 3.992, -0.077], [-2.023, -4.139, -0.046], [-0.254, -5.275, -3.063], [4.519, 3.833, 1.649], [-0.127, 1.667, 5.117], [-1.507, -5.847, -3.221], [2.624, -0.530, -4.861], [2.107, -2.742, -0.677], [-2.112, 2.171, 3.660], [-1.808, -2.997, 0.714], [-1.268, 4.195, -2.646], [1.175, -4.561, 0.611], [3.145, -3.565, -1.076], [3.307, 5.892, 1.481], [-2.143, 1.746, 6.057], [1.239, 1.151, 7.106], [-0.616, -0.527, -1.723], [-3.802, 2.408, 1.552], [0.154, -1.458, -5.708], [2.439, -0.925, -6.175], [-2.632, -5.049, -3.351], [0.603, 3.814, -1.131], [2.531, 5.348, 0.476], [-3.177, 3.065, 3.739], [-2.863, -2.400, 1.399], [2.216, -5.374, 0.202], [-0.119, -3.898, -3.037], [2.673, 1.070, 0.339], [-2.686, 1.603, 1.528], [-2.111, 4.440, -1.574], [-1.630, 4.323, -0.283], [3.759, 3.274, 0.633], [2.734, 4.036, 0.060], [0.349, -1.080, -4.383], [3.972, 1.857, 0.186], [-4.016, 3.229, 2.655], [1.580, -0.601, -3.955], [-1.251, -3.096, -3.149], [-2.504, -3.672, -3.308], [0.058, 3.888, -2.426], [-4.351, -4.070, 0.541], [1.112, -3.249, 0.151], [3.196, -4.880, -0.646], [-1.243, 1.453, 7.018], [-0.402, -0.760, -0.360], [-3.297, -4.676, -0.121], [-4.133, -2.935, 1.307], [4.301, 5.133, 2.075], [-4.475, 2.415, 0.711], [1.750, 5.930, 0.010], [-0.824, -1.799, -6.024], [0.419, -4.934, 1.288], [-1.648, 4.258, -3.653], [1.475, 0.086, 7.067], [-2.280, 4.461, 0.567], [-3.370, -3.033, -3.419], [2.366, 3.069, -1.738], [2.270, -6.393, 0.549], [1.722, -0.280, -2.933], [-1.603, -6.921, -3.255], [1.062, -1.679, -7.631], [-2.677, -1.521, 2.007], [-3.602, -5.498, -3.505], [-3.338, 3.624, 4.648], [3.258, -0.863, -6.874], [4.303, 1.791, -0.852], [1.169, 1.467, 8.144], [-4.819, 3.947, 2.681], [-1.403, 1.275, 8.061], [2.083, -1.708, -0.985], [0.622, -5.904, -2.983], [5.284, 3.235, 2.124], [-2.509, 0.972, 0.669], [4.008, -5.516, -0.963], [3.128, 6.907, 1.803], [-3.149, 4.679, -1.743], [4.724, 1.373, 0.811], [0.860, -3.451, -2.940], [3.589, -0.166, -4.541], [2.034, 1.706, 6.611], [4.894, 5.544, 2.877], [-4.956, -2.471, 1.828], [-3.208, 1.832, 6.115], [3.918, -3.173, -1.719], [-1.207, -4.602, -0.579], [-3.465, -5.567, -0.706], [-5.344, -4.483, 0.464]], "energy_ev": -279542.761, "de_lowest_kj_mol": 44.7, "e_homo_ev": [-9.390, -9.394], "multiplicity": 4, "total_charge": 1, "orbital_gap_ha": [0.22458, 0.22247], "fmax_ev_per_a": 1.7}